# 1
A 2-piece molecular cluster, C6H17NO overall. Source: OMol25; level of theory: wB97M-V/def2-TZVPD.

Last column: Löwdin charge in e.
CARTESIAN COORDINATES (ANGSTROEM)
C 0.3984 -1.7016 -1.1571  -0.250
N 0.3206 -2.0017 0.2571  -0.085
C 0.9556 -1.1229 1.2308  -0.250
C -0.0105 -0.3900 2.1795  -0.100
C -0.5889 -0.7033 -1.7924  -0.205
C 0.7598 1.4512 -1.1825  -0.102
C -0.6167 0.7366 -1.3149  -0.235
H 1.4226 -1.3670 -1.3633  0.106
H 0.3153 -2.6610 -1.6831  0.108
H -0.5779 -2.3396 0.5685  0.104
H 1.6968 -1.6516 1.8342  0.103
H 1.3792 -0.2890 0.6413  0.089
H -0.1832 -0.7424 3.1972  0.070
H -1.0222 -0.3430 1.7345  0.066
H 0.2250 0.6674 2.2570  0.044
H -1.5764 -1.1771 -1.7098  0.104
H -0.4636 -0.7017 -2.8872  0.110
H 0.9849 2.0532 -2.0746  0.069
H 0.6749 2.2005 -0.3940  0.063
H 1.5964 0.7558 -1.1589  0.053
H -0.9758 0.8141 -0.2883  0.061
H -1.1087 1.3411 -2.0795  0.106
H -1.0848 1.7188 1.3238  -0.020
H -1.6533 2.8761 2.1636  0.048
O -0.8674 2.5771 1.6978  -0.058

Computed properties:
- HOMO energy: -0.3059 Eh
- Orbital gap: 9.2 eV
- F_max: 1.65 eV Å⁻¹
- E: -10034.2435 eV
- Relative energy (zero: lowest compared OMol25 entry of this formula, charge and spin): 30.9 kcal per mole
- Total charge: 0
- LUMO energy: 0.865 eV
- SMILES: CCCCNCC.O

***

# 2
C6H17NO3PS as an isolated structure. Source: OMol25; level of theory: wB97M-V/def2-TZVPD.

Last column: Löwdin charge in e.
CARTESIAN COORDINATES (ANGSTROEM)
C 2.1158 -0.8550 1.0180  -0.127
C 0.7539 1.7083 1.3884  -0.129
C 2.2136 1.0405 -1.1156  -0.173
C -1.1929 -0.2113 -2.9214  -0.084
C -1.2012 -1.6291 0.3893  0.027
C -1.4655 -1.2730 1.8724  -0.268
N -0.1700 -0.3647 -0.4587  -0.307
O -2.4869 0.4804 -0.7424  -0.268
O -0.5084 1.8679 -1.3185  -0.296
O -1.8919 0.0425 2.0361  -0.043
P 1.1014 0.3997 0.1962  0.729
S -1.2449 0.6683 -1.3038  0.536
H 1.3280 -1.0606 1.7963  0.057
H 2.9639 -0.2422 1.2999  0.067
H 2.2999 -1.6804 0.4332  0.040
H 0.8377 2.6948 0.8912  0.085
H 1.3615 1.3734 2.2545  0.081
H -0.3016 1.5370 1.5395  0.032
H 2.0642 2.1295 -1.4577  0.086
H 2.0563 0.5401 -2.0733  0.045
H 3.2963 1.0079 -0.6245  0.108
H -1.5008 0.5574 -3.6337  0.068
H -0.0955 -0.3558 -3.0217  0.064
H -1.9522 -1.0626 -2.8534  0.106
H -0.7234 -2.5665 0.0571  0.115
H -2.1906 -1.4668 -0.1444  0.109
H -0.5812 -1.4427 2.6445  0.156
H -2.1643 -2.0297 2.1902  0.120
H -2.7214 0.1926 1.6622  0.066

Computed properties:
- HOMO energy: -0.5296 Eh
- Orbital gap: 11.8 eV
- F_max: 5.62 eV Å⁻¹
- E: -34245.6655 eV
- Relative energy (zero: lowest compared OMol25 entry of this formula, charge and spin): 71.8 kcal per mole
- Total charge: +1
- LUMO energy: -2.629 eV

***

# 3
C6H18AgBrO8P2 as an isolated structure. Source: OMol25; level of theory: wB97M-V/def2-TZVPD.

Last column: Löwdin charge in e.
CARTESIAN COORDINATES (ANGSTROEM)
Ag 1.2445 -2.0567 -2.3329  0.341
Br 0.7034 -3.5107 -0.0503  0.005
C -3.4030 0.1725 -3.0649  -0.158
O -2.7334 0.6567 -1.9973  -0.187
P -1.8575 -0.3327 -1.1107  0.480
O -0.8386 -1.0915 -1.8702  -0.370
O -3.0620 -1.1986 -0.3821  -0.214
C -2.7560 -2.0513 0.6708  -0.155
O -1.3928 0.5487 0.1337  -0.209
C -2.2299 1.4176 0.7949  -0.138
H -4.3742 0.6526 -3.1848  0.096
H -3.5611 -0.8982 -2.9357  0.091
H -2.9802 0.3098 -4.0602  0.097
H -2.1597 -2.9048 0.3481  0.030
H -3.5189 -2.5905 1.2323  0.091
H -2.1677 -1.5168 1.4167  0.084
H -2.2013 1.3088 1.8791  0.095
H -3.3001 1.3880 0.5904  0.096
H -1.9455 2.4571 0.6319  0.093
C 1.7122 2.3153 -1.2067  -0.074
O 2.6160 1.7785 -0.2119  -0.194
P 2.4344 0.2863 0.2580  0.438
O 1.9797 -0.5411 -0.8274  -0.385
O 3.8597 -0.2594 0.9147  -0.234
C 3.9807 -1.6543 1.2111  -0.110
O 1.4666 0.4241 1.5802  -0.229
C 1.8831 1.1758 2.7557  -0.091
H 2.2315 2.6878 -2.0897  0.092
H 1.1992 3.1831 -0.7921  0.088
H 0.9134 1.6796 -1.5886  0.075
H 4.5273 -1.6432 2.1540  0.090
H 4.6474 -2.1382 0.4973  0.090
H 3.0566 -2.2324 1.2133  0.026
H 2.7495 1.8190 2.6011  0.084
H 2.1175 0.5193 3.5937  0.085
H 1.1591 1.8395 3.2284  0.081

Computed properties:
- Multiplicity: 3
- HOMO energy (spin up / spin down): -0.1841 / -0.3530 Eh
- Orbital gap (spin up / spin down): 5.5 / 6.8 eV
- F_max: 3.85 eV Å⁻¹
- E: -115513.6183 eV
- Total charge: 0
- LUMO energy (spin up / spin down): 0.455 / -2.845 eV

***

# 4
C6H18BaO6 as an isolated structure. Source: OMol25; level of theory: wB97M-V/def2-TZVPD.

Last column: Löwdin charge in e.
CARTESIAN COORDINATES (ANGSTROEM)
Ba 1.1724 -1.3198 0.5506  2.051
C 3.3388 -4.7282 0.4305  -0.103
O 2.0032 -4.1794 0.4081  -0.268
H 3.7301 -4.9051 -0.5714  0.095
H 3.9906 -4.1014 1.0391  0.090
H 3.3538 -5.7322 0.8545  0.097
H 1.4553 -4.7189 -0.1667  0.085
C -0.5998 1.2205 2.6842  -0.110
O -0.7488 -0.2025 2.4907  -0.261
H 0.1784 1.3860 3.4291  0.096
H -0.3954 1.8146 1.7935  0.071
H -1.5947 1.4993 3.0315  0.100
H -1.3684 -0.4948 3.1632  0.097
C 1.9233 2.4500 0.0127  -0.116
O 2.2866 1.3196 0.8125  -0.262
H 1.2990 2.1692 -0.8354  0.068
H 1.2790 3.1996 0.4721  0.096
H 2.8322 2.8864 -0.4015  0.104
H 2.7795 1.6279 1.5764  0.098
C -3.1197 0.3657 -0.0199  -0.007
O -2.5730 0.8739 -1.2577  0.026
C -1.2531 0.7589 -1.5403  -0.455
O -0.3809 0.2993 -0.7742  -0.193
O -0.9604 1.3316 -2.7706  0.002
C -1.9737 1.5963 -3.7402  -0.015
H -4.1814 0.1310 0.0564  0.113
H -2.9443 1.0037 0.8463  0.092
H -2.7465 -0.6105 0.2896  0.085
H -1.4652 1.8372 -4.6737  0.116
H -2.5932 2.4127 -3.3690  0.104
H -2.7240 0.8097 -3.8205  0.105

Computed properties:
- HOMO energy: -0.6311 Eh
- Orbital gap: 10.4 eV
- F_max: 4.28 eV Å⁻¹
- E: -19478.4274 eV
- Relative energy (zero: lowest compared OMol25 entry of this formula, charge and spin): 40.5 kcal per mole
- Total charge: +2
- LUMO energy: -6.772 eV

***

# 5
C6H18KO6 as an isolated structure. Source: OMol25; level of theory: wB97M-V/def2-TZVPD.

Last column: Löwdin charge in e.
CARTESIAN COORDINATES (ANGSTROEM)
K 0.1898 -0.7667 1.4263  0.964
C 2.6933 1.4472 -1.3000  -0.213
C 1.6380 0.6802 -2.1319  -0.163
O 1.1459 -0.4124 -1.3050  -0.146
O 3.6332 0.5293 -0.7524  -0.045
H 2.1818 2.0728 -0.5684  0.088
H 3.2986 2.2071 -1.7942  0.133
H 2.0098 0.2003 -3.0372  0.131
H 0.8590 1.4202 -2.3156  0.120
H 0.2044 -0.5106 -1.4645  0.064
H 3.1752 -0.2812 -0.5182  0.064
C -0.1418 3.3405 0.8120  -0.249
C 0.8682 3.7336 1.9752  -0.205
O 0.2809 3.5217 3.2451  -0.038
O -0.4356 2.0249 0.9992  -0.135
H 0.2948 3.5219 -0.1702  0.112
H -1.0553 3.9347 0.8337  0.129
H 1.0921 4.8003 1.9851  0.126
H 1.8369 3.2712 1.7854  0.111
H 0.0782 2.5837 3.2710  0.068
H -0.9937 1.7689 0.2612  0.091
C -1.4911 -4.2893 -0.0840  -0.186
C -3.0569 -4.3137 0.0717  -0.227
O -3.6581 -3.5272 -0.9153  -0.047
O -0.9408 -3.0484 0.3623  -0.165
H -1.2327 -4.4764 -1.1263  0.127
H -1.0283 -5.1047 0.4720  0.125
H -3.4014 -4.0311 1.0665  0.124
H -3.3351 -5.3379 -0.1766  0.126
H -3.5533 -2.6109 -0.6487  0.077
H -1.1557 -2.3480 -0.2581  0.039

Computed properties:
- HOMO energy: -0.4929 Eh
- Orbital gap: 9.3 eV
- F_max: 3.62 eV Å⁻¹
- E: -35116.8093 eV
- Relative energy (zero: lowest compared OMol25 entry of this formula, charge and spin): 43.9 kcal per mole
- Total charge: +1
- LUMO energy: -4.103 eV

***

# 6
One molecule with the formula C6H18N3P. Source: OMol25; level of theory: wB97M-V/def2-TZVPD.

Last column: Löwdin charge in e.
CARTESIAN COORDINATES (ANGSTROEM)
C 0.8698 -0.4827 2.2893  -0.246
C -0.7373 -2.3366 -0.8774  -0.182
C 1.4394 1.9220 -0.0518  -0.076
C 2.5627 -0.2335 -0.4864  -0.152
C -2.2404 0.7882 0.9886  -0.134
C -1.4650 0.8666 -1.2520  -0.159
N 0.1808 -1.8584 0.0117  -0.173
N 1.3603 0.4336 -0.2503  -0.337
N -1.1776 0.3613 0.0694  -0.357
P 0.2407 -0.3400 0.7350  0.653
H 1.1144 0.4231 2.9155  0.000
H -0.0141 -0.9896 2.8196  -0.002
H -1.4648 -1.6670 -1.2969  0.062
H -0.1818 -2.7691 -1.6002  0.041
H -1.3961 -3.1609 -0.4365  0.109
H 0.5792 2.4336 -0.4131  0.046
H 1.4531 2.1871 0.9657  0.055
H 2.2526 2.3516 -0.6400  0.087
H 3.0207 -0.6841 0.3880  0.084
H 2.5273 -0.8501 -1.2575  0.034
H 3.2149 0.5886 -0.6128  0.067
H -1.8728 0.8807 2.0219  0.059
H -2.7486 1.7303 0.8379  0.066
H -2.9828 -0.1624 0.9509  0.124
H -0.6013 0.5836 -1.9511  0.111
H -2.4063 0.5001 -1.5633  0.060
H -1.4996 1.9507 -1.3250  0.068
H 0.5848 -2.5121 0.6591  0.093

Computed properties:
- HOMO energy: -0.2937 Eh
- Orbital gap: 8.8 eV
- F_max: 4.92 eV Å⁻¹
- E: -20270.0044 eV
- Relative energy (zero: lowest compared OMol25 entry of this formula, charge and spin): 8.2 kcal per mole
- Total charge: 0
- LUMO energy: 0.845 eV
- SMILES: C=P(NC)(N(C)C)N(C)C

***

Question: Which of these has the highest total charge?
Answer: C6H18BaO6